1.
The following is a DFT calculation (wB97M-V/def2-TZVPD) of a single C3H5NO3 molecule in a non-equilibrium geometry.

Element x y z (Å)
O (-0.466, -0.148, 1.702)
O (0.612, 0.722, -2.189)
O (1.668, -1.010, 1.694)
N (0.701, -0.442, -0.308)
C (0.595, -0.384, 1.148)
C (0.048, 0.392, -1.168)
C (-1.419, 0.616, -0.813)
H (-1.858, -0.417, -0.717)
H (1.515, -0.942, -0.632)
H (1.740, -0.671, 2.673)
H (-1.676, 1.237, -1.709)
H (-1.460, 1.046, 0.318)

E_HOMO   -10.28 eV
SMILES   CC(=O)NC(=O)O
Net charge   0
Multiplicity   1
Gap between HOMO and LUMO   10.60 eV


2.
The following is a DFT calculation (wB97M-V/def2-TZVPD) of 2 unconnected molecules or ions with the total composition C17H31NO4 in a non-equilibrium geometry.

Element x y z (Å)
O (-0.734, -6.193, -0.695)
O (2.904, 0.237, -1.020)
O (-0.971, -3.924, -0.855)
O (2.933, 3.617, 1.971)
N (1.245, 1.344, -2.436)
C (-0.434, 4.348, -0.025)
C (2.040, 3.772, 0.797)
C (-0.396, -0.559, -2.696)
C (1.675, 0.182, -1.540)
C (0.504, 4.116, 1.322)
C (-0.130, 1.043, -3.028)
C (-2.383, 2.383, -0.050)
C (-1.664, -0.269, 0.218)
C (-0.663, -7.130, 0.378)
C (-0.215, -1.054, 0.102)
C (-2.015, 3.964, 0.186)
C (0.485, -0.973, -1.378)
C (-0.159, -6.344, 1.560)
C (-0.733, -4.972, 1.313)
C (-1.272, 1.324, 0.541)
C (3.751, 2.396, 1.867)
C (-0.815, -4.930, -0.183)
H (-2.618, 4.578, -0.641)
H (0.584, 5.075, 2.006)
H (-1.529, -0.891, -2.753)
H (4.298, 2.269, 0.823)
H (-1.738, -4.870, 1.730)
H (0.937, -6.294, 1.533)
H (3.124, 1.429, 2.085)
H (4.590, 2.467, 2.711)
H (0.990, -2.020, -1.649)
H (-0.265, -2.161, 0.546)
H (-0.248, 1.525, -0.016)
H (-3.388, 2.174, 0.556)
H (-2.254, -0.741, 1.141)
H (-1.084, 1.417, 1.704)
H (-2.553, 2.179, -1.190)
H (-0.840, 1.842, -2.545)
H (-2.421, 4.362, 1.226)
H (-0.074, -4.187, 1.694)
H (0.015, -7.946, 0.112)
H (1.213, 2.260, -1.908)
H (-0.090, 1.261, -4.186)
H (0.046, 3.866, -1.006)
H (0.517, -0.473, 0.845)
H (-2.356, -0.389, -0.719)
H (-1.663, -7.542, 0.549)
H (2.436, 4.713, 0.208)
H (-0.453, -6.775, 2.521)
H (0.103, 3.253, 2.025)
H (0.100, -1.154, -3.575)
H (2.075, 2.869, 0.052)
H (-0.403, 5.524, -0.228)

E_HOMO   -9.31 eV
SMILES   COCCCCCCCC[C@H]1CCNC1=O.O=C1CCCO1
Net charge   0
Multiplicity   1
Gap between HOMO and LUMO   9.93 eV


3.
The following is a DFT calculation (wB97M-V/def2-TZVPD) of 3 unconnected molecules or ions with the total composition C15H28F10N2O3P in a non-equilibrium geometry.

Element x y z (Å)
P (1.139, -3.180, 1.107)
F (-1.396, 2.632, 1.579)
F (0.685, 4.027, -0.919)
F (-2.252, 0.993, -0.147)
F (0.397, 1.330, 1.238)
F (1.091, 1.259, -1.506)
F (-1.853, 2.854, -1.332)
F (2.154, -0.983, -0.048)
F (-0.548, 1.642, -2.999)
F (1.698, 3.479, 1.001)
F (-0.148, 4.729, 1.146)
O (-0.046, 7.441, -1.790)
O (2.368, -0.888, -3.018)
O (1.681, -5.397, 3.159)
N (0.570, -2.492, 2.441)
N (-0.067, -1.203, -3.086)
C (1.453, -2.802, -1.695)
C (1.158, -1.945, -0.370)
C (0.431, 3.681, 0.399)
C (0.103, -5.809, 4.929)
C (-0.328, -1.372, -0.492)
C (-1.187, 1.791, -0.665)
C (-0.394, 2.330, 0.613)
C (0.929, -7.665, 3.452)
C (-2.196, 6.676, -2.553)
C (-0.290, 1.011, -1.739)
C (-0.620, -0.554, -1.856)
C (-1.407, 7.831, -1.955)
C (-1.979, 8.255, -0.611)
C (1.276, -1.835, -2.950)
C (0.555, -6.194, 3.530)
H (-0.730, -1.968, -3.337)
H (-3.019, 8.576, -0.708)
H (0.729, -3.694, -1.693)
H (2.510, -3.530, 1.355)
H (-0.035, -0.590, -3.927)
H (-2.158, 5.798, -1.898)
H (2.394, -5.578, 3.785)
H (-1.020, -2.292, -0.548)
H (1.759, -7.893, 4.129)
H (-0.151, -4.747, 4.971)
H (-1.420, 8.680, -2.644)
H (3.136, -1.365, -2.640)
H (-0.244, -5.979, 2.814)
H (1.414, -2.499, -3.884)
H (0.081, -8.302, 3.715)
H (-0.643, -0.806, 0.438)
H (2.499, -3.251, -1.626)
H (-1.767, 6.374, -3.512)
H (0.905, -5.973, 5.656)
H (0.367, -4.322, 0.701)
H (-3.242, 6.950, -2.708)
H (-1.765, -0.596, -1.974)
H (-0.023, 6.691, -1.182)
H (0.287, -1.520, 2.254)
H (1.262, -7.925, 2.444)
H (-1.397, 9.077, -0.189)
H (-0.770, -6.390, 5.236)
H (-1.934, 7.431, 0.109)

E_HOMO   -11.39 eV
Net charge   +1
Multiplicity   1
Gap between HOMO and LUMO   7.41 eV


4.
The following is a DFT calculation (wB97M-V/def2-TZVPD) of a molecular structure, C20H21N3O4V in a non-equilibrium geometry.

Element x y z (Å)
V (0.379, 0.206, -1.718)
O (-0.204, -1.010, 1.008)
O (0.469, 4.409, 5.331)
O (-1.139, -2.046, 2.817)
O (-1.685, 4.620, 4.990)
N (-0.629, 3.947, 4.939)
N (1.522, -1.248, -1.523)
N (-0.978, -0.939, -2.271)
C (0.870, 1.492, -3.138)
C (2.737, -1.311, -0.905)
C (-3.041, -1.560, -3.260)
C (-2.286, -0.647, -2.532)
C (1.738, -3.475, -2.370)
C (-1.881, 2.108, 3.924)
C (3.032, -3.522, -1.845)
C (0.520, 0.682, 3.619)
C (-0.675, 2.620, 4.439)
C (-1.872, 0.882, 3.252)
C (-0.656, -1.082, 2.186)
C (-0.404, -2.153, -2.611)
C (-0.564, 2.090, 0.264)
C (3.515, -2.452, -1.084)
C (-1.158, -3.080, -3.329)
C (0.890, 1.946, 0.557)
C (-0.663, 0.196, 3.040)
C (-2.475, -2.770, -3.685)
C (0.523, 1.900, 4.307)
C (0.963, -2.331, -2.180)
H (1.433, 2.318, 4.724)
H (1.455, 0.132, 3.494)
H (-3.057, -3.471, -4.296)
H (-0.819, 2.997, -0.264)
H (-2.802, 0.487, 2.842)
H (-4.075, -1.305, -3.500)
H (1.296, -4.289, -2.939)
H (1.411, 1.623, -0.367)
H (3.659, -4.405, -2.017)
H (1.677, 1.032, -3.716)
H (-2.786, 2.686, 4.054)
H (1.084, 1.175, 1.296)
H (-2.671, 0.298, -2.145)
H (-1.175, 1.978, 1.161)
H (-0.011, 1.664, -3.772)
H (-0.897, 1.210, -0.354)
H (4.504, -2.480, -0.622)
H (3.024, -0.455, -0.294)
H (-0.673, -4.009, -3.616)
H (1.368, 2.887, 0.829)
H (1.207, 2.454, -2.718)

E_HOMO (spin up / spin down)   -13.62 / -13.30 eV
Net charge   +2
Expectation value of S²   0.80
Multiplicity   2
Gap between HOMO and LUMO (spin up / spin down)   3.33 / 3.22 eV


5.
The following is a DFT calculation (wB97M-V/def2-TZVPD) of a molecular structure, C32H37Cl2PSn in a non-equilibrium geometry.

Element x y z (Å)
Sn (8.095, 10.798, 13.047)
Cl (5.229, 8.931, 14.733)
Cl (8.157, 8.659, 14.985)
P (8.499, 9.755, 10.566)
C (10.278, 12.903, 16.521)
C (7.367, 12.075, 9.501)
C (10.290, 10.070, 12.903)
C (6.667, 11.061, 7.034)
C (12.157, 10.647, 9.069)
C (10.054, 6.865, 10.826)
C (7.205, 12.241, 17.429)
C (7.569, 14.270, 14.362)
C (10.256, 10.062, 10.367)
C (12.785, 11.058, 10.245)
C (10.835, 10.204, 9.130)
C (6.811, 13.580, 15.318)
C (5.745, 6.837, 10.317)
C (7.099, 15.293, 13.322)
C (7.836, 8.076, 10.426)
C (6.455, 8.016, 10.157)
C (8.565, 6.897, 10.713)
C (8.951, 14.095, 14.692)
C (7.424, 10.297, 7.920)
C (6.608, 12.857, 8.630)
C (12.179, 10.993, 11.471)
C (9.021, 13.347, 15.888)
C (6.480, 8.250, 15.722)
C (7.718, 10.764, 9.242)
C (5.313, 13.648, 15.432)
C (10.066, 14.336, 13.740)
C (6.216, 12.332, 7.449)
C (7.807, 8.958, 7.413)
C (7.675, 12.996, 16.249)
C (7.850, 5.723, 10.801)
C (6.451, 5.686, 10.680)
C (10.925, 10.343, 11.578)
H (6.441, 8.728, 16.715)
H (5.024, 13.296, 16.450)
H (4.930, 14.671, 15.223)
H (13.801, 11.499, 10.175)
H (12.724, 11.296, 12.346)
H (9.766, 14.250, 12.674)
H (6.011, 15.134, 13.240)
H (6.393, 7.177, 15.743)
H (4.665, 6.849, 10.200)
H (8.361, 9.060, 6.467)
H (6.739, 12.964, 18.169)
H (10.495, 15.337, 13.855)
H (10.359, 7.017, 11.869)
H (10.372, 11.767, 16.492)
H (8.464, 8.411, 8.094)
H (5.963, 4.729, 10.872)
H (10.408, 5.911, 10.483)
H (10.884, 13.652, 14.006)
H (7.295, 16.327, 13.646)
H (10.361, 13.126, 17.599)
H (8.392, 4.799, 11.082)
H (7.535, 15.093, 12.351)
H (10.554, 7.639, 10.241)
H (6.437, 10.655, 6.067)
H (12.629, 10.702, 8.087)
H (11.206, 13.278, 16.041)
H (6.941, 8.317, 7.228)
H (7.974, 11.673, 17.986)
H (10.230, 8.964, 13.087)
H (5.545, 12.891, 6.785)
H (6.273, 13.871, 8.909)
H (10.291, 10.020, 8.186)
H (5.954, 8.948, 9.817)
H (4.875, 12.928, 14.742)
H (7.782, 12.510, 10.434)
H (10.705, 10.621, 13.746)
H (6.437, 11.532, 17.145)

E_HOMO (spin up / spin down)   -13.37 / -13.37 eV
Net charge   +2
Multiplicity   1
Gap between HOMO and LUMO (spin up / spin down)   5.03 / 5.02 eV


6.
The following is a DFT calculation (wB97M-V/def2-TZVPD) of a molecular structure, C20H63HfN2O13 in a non-equilibrium geometry.

Element x y z (Å)
Hf (-27.460, -17.432, -16.487)
O (-24.901, -17.491, -9.895)
O (-25.872, -16.208, -15.404)
O (-26.630, -12.747, -16.118)
O (-25.425, -10.582, -14.824)
O (-23.142, -21.626, -7.118)
O (-29.065, -15.943, -12.824)
O (-27.250, -15.290, -17.552)
O (-28.789, -20.895, -10.039)
O (-26.271, -12.678, -8.146)
O (-18.282, -14.770, -12.598)
O (-21.276, -19.916, -12.698)
O (-25.678, -18.968, -15.830)
O (-27.865, -17.981, -14.212)
N (-21.964, -22.354, -9.907)
N (-26.779, -19.830, -12.162)
C (-29.902, -20.570, -9.249)
C (-23.587, -21.158, -8.360)
C (-21.743, -21.079, -12.054)
C (-25.694, -15.478, -14.219)
C (-22.077, -18.811, -12.317)
C (-25.825, -13.739, -8.992)
C (-22.605, -20.616, -6.283)
C (-23.339, -22.170, -9.488)
C (-25.305, -13.163, -10.334)
C (-19.658, -14.730, -12.902)
C (-26.407, -19.138, -10.929)
C (-19.979, -13.894, -14.129)
C (-24.498, -11.009, -13.830)
C (-24.259, -15.571, -13.709)
C (-27.745, -20.947, -12.221)
C (-25.749, -17.318, -8.771)
C (-25.484, -17.917, -11.095)
C (-23.458, -11.874, -14.564)
C (-21.332, -21.242, -10.596)
C (-28.987, -20.678, -11.417)
H (-22.192, -18.755, -11.231)
H (-20.249, -21.415, -10.600)
H (-25.059, -14.275, -8.424)
H (-26.242, -11.967, -15.668)
H (-25.924, -20.161, -12.600)
H (-29.285, -19.626, -11.550)
H (-24.641, -12.328, -10.121)
H (-27.936, -21.125, -13.280)
H (-22.193, -21.068, -5.382)
H (-21.525, -17.926, -12.631)
H (-20.209, -14.302, -12.062)
H (-27.579, -18.754, -13.644)
H (-26.076, -13.481, -15.840)
H (-26.084, -18.252, -8.301)
H (-20.032, -15.750, -13.071)
H (-21.556, -21.988, -12.626)
H (-27.306, -18.784, -10.422)
H (-24.652, -20.895, -8.308)
H (-24.919, -14.046, -10.851)
H (-26.011, -19.891, -10.235)
H (-25.714, -19.937, -15.845)
H (-19.600, -12.877, -14.166)
H (-25.958, -11.906, -8.625)
H (-21.448, -22.584, -9.060)
H (-22.846, -21.054, -12.121)
H (-26.617, -14.578, -17.322)
H (-29.841, -21.284, -11.738)
H (-26.044, -17.052, -11.484)
H (-23.735, -23.136, -9.162)
H (-27.263, -21.868, -11.873)
H (-17.846, -14.986, -13.430)
H (-23.950, -10.180, -13.382)
H (-25.036, -11.517, -13.027)
H (-24.766, -18.747, -15.581)
H (-25.940, -14.423, -14.375)
H (-23.932, -21.964, -10.382)
H (-22.539, -11.296, -14.659)
H (-23.058, -20.235, -8.625)
H (-21.837, -20.030, -6.791)
H (-21.061, -13.999, -14.259)
H (-23.034, -18.908, -12.844)
H (-30.742, -21.200, -9.570)
H (-28.247, -17.321, -13.568)
H (-25.168, -16.851, -7.981)
H (-27.756, -14.943, -18.307)
H (-19.581, -14.417, -15.007)
H (-26.148, -12.844, -10.950)
H (-30.024, -15.898, -12.925)
H (-23.418, -19.994, -5.891)
H (-28.876, -15.376, -12.065)
H (-26.377, -15.698, -13.389)
H (-26.657, -14.424, -9.187)
H (-30.379, -19.580, -9.296)
H (-23.498, -15.369, -14.460)
H (-23.072, -12.732, -14.001)
H (-25.344, -9.637, -14.976)
H (-26.694, -16.807, -8.974)
H (-24.630, -18.061, -11.756)
H (-29.679, -20.708, -8.195)
H (-21.267, -20.299, -10.031)
H (-24.083, -16.500, -13.164)
H (-24.100, -14.850, -12.902)
H (-23.829, -12.275, -15.504)

E_HOMO   -15.07 eV
Net charge   +3
Multiplicity   1
Gap between HOMO and LUMO   1.52 eV


7.
The following is a DFT calculation (wB97M-V/def2-TZVPD) of 2 unconnected molecules or ions with the total composition C2H7N3O2 in a non-equilibrium geometry.

Element x y z (Å)
O (-0.938, 1.254, -1.710)
O (-2.745, -0.579, 0.979)
N (-2.421, -0.674, -0.165)
N (-0.716, 0.716, -0.435)
N (0.417, 0.285, -0.043)
C (0.396, -0.054, 1.400)
C (1.458, -0.358, -0.797)
H (1.264, -0.420, -1.800)
H (1.071, 0.413, 2.036)
H (-0.587, 0.206, 1.807)
H (-1.702, 1.791, -1.631)
H (1.313, -1.428, -0.488)
H (0.703, -1.057, 1.389)
H (2.488, -0.094, -0.544)

E_HOMO (spin up / spin down)   -6.04 / -6.01 eV
Net charge   0
Multiplicity   1
Gap between HOMO and LUMO (spin up / spin down)   6.47 / 6.33 eV


8.
The following is a DFT calculation (wB97M-V/def2-TZVPD) of a single C10H7NO2 molecule in a non-equilibrium geometry.

Element x y z (Å)
O (-1.146, -0.192, -2.386)
O (-0.560, 2.328, 1.875)
N (-1.736, 0.813, -0.298)
C (2.418, -1.369, -0.092)
C (0.635, 0.505, 0.805)
C (1.892, 0.522, 1.358)
C (2.805, -0.583, 1.048)
C (0.319, -0.348, -0.266)
C (-0.269, 1.500, 1.145)
C (-2.999, 0.910, -0.011)
C (1.193, -1.383, -0.676)
C (-1.091, -0.272, -0.949)
C (-4.199, 1.009, -0.049)
H (-5.244, 1.090, 0.184)
H (-0.446, 0.447, -2.599)
H (-1.633, -1.330, -0.734)
H (1.006, -1.979, -1.590)
H (3.115, -2.246, -0.238)
H (2.135, 1.215, 2.139)
H (3.808, -0.637, 1.331)

E_HOMO   -7.49 eV
Net charge   0
Multiplicity   1
Gap between HOMO and LUMO   6.54 eV


E for every record listed, in sequence, given in eV: -10824.5919, -27805.4335, -61584.6043, -59404.7851, -73932.5429, -52630.0271, -10745.0211, -16063.4684.